Molecular formula: C36H86F14N14O32S14
Method: DFT, ωB97M-V/def2-TZVPD

```
196
Properties=species:S:1:pos:R:3:forces:R:3:mulliken_charge:R:1
C 22.5615 7.4182 2.7558 -0.57 0.21 -1.13 -1.07
C 23.1813 6.7637 1.5398 -2.14 -4.74 -0.21 0.53
O 22.6763 5.8629 0.8457 2.78 4.27 2.28 -0.40
N 24.7018 7.0494 1.4448 0.58 -1.13 0.38 -0.16
H 24.9678 6.9217 0.4789 0.16 -0.17 -0.55 0.37
H 24.8541 8.0203 1.6779 0.17 0.44 0.15 0.38
C 25.6520 6.1462 2.3432 -1.15 0.30 0.18 -0.75
H 22.9425 7.0980 3.7255 0.53 -0.12 -0.24 0.35
H 21.5042 7.1532 2.7512 0.03 0.14 -0.11 0.33
H 22.6666 8.4969 2.6393 -0.08 0.14 0.30 0.39
H 25.5387 6.4459 3.3851 -0.13 0.31 -0.20 0.33
H 26.6990 6.2571 2.0611 -0.34 0.15 -0.40 0.35
H 25.3072 5.1135 2.2907 0.04 0.15 -0.46 0.35
C 0.7110 2.5216 -4.8648 0.45 1.89 0.12 -1.10
C -0.6041 3.2654 -5.0759 -1.52 -3.15 -3.25 0.57
O -1.3026 3.0863 -6.0714 1.80 1.43 3.26 -0.42
N -1.1958 3.9961 -3.8869 -0.31 -0.16 -0.14 -0.12
H -0.7957 3.6042 -3.0464 0.51 -0.12 0.52 0.37
H -0.8467 4.9400 -3.9725 -0.01 0.84 0.21 0.36
C -2.6861 3.9281 -3.7414 -0.69 -0.42 -1.11 -0.82
H 0.6228 1.6597 -4.2035 -0.36 -0.28 -0.41 0.35
H 1.4670 3.1341 -4.3734 -0.15 0.39 0.38 0.41
H 1.1752 2.3824 -5.8412 -0.50 -0.73 0.03 0.32
H -3.0571 4.5372 -2.9171 0.41 -0.17 -0.02 0.34
H -2.9573 2.8746 -3.6735 0.19 0.06 0.58 0.35
H -3.1689 4.2131 -4.6761 0.36 0.47 0.05 0.36
C 7.5240 9.7698 10.7652 -0.90 2.33 -0.05 -1.05
C 8.7231 8.9946 10.5258 1.11 -5.88 1.77 0.62
O 8.8343 7.8112 10.8929 0.23 4.45 -1.67 -0.43
N 9.9946 9.5864 9.8130 -1.06 -0.88 -1.07 -0.15
H 9.8469 10.5342 9.4968 -0.40 0.58 -0.34 0.36
H 10.7782 9.6766 10.4438 0.33 -0.51 0.57 0.36
C 10.3737 8.7171 8.5751 -0.53 0.04 0.01 -0.82
H 6.5945 9.2535 11.0052 0.52 -0.80 -0.49 0.33
H 7.3322 10.5173 9.9954 -0.01 -0.06 -0.23 0.36
H 7.6365 10.3806 11.6610 0.57 0.18 0.21 0.33
H 10.5807 7.6838 8.8536 0.35 0.39 0.47 0.37
H 11.1726 9.2050 8.0166 0.08 -0.06 0.40 0.37
H 9.5109 8.6422 7.9132 -0.16 0.42 0.21 0.35
C 19.9942 14.4275 -4.2145 -0.25 0.60 -0.47 -0.94
C 20.6497 15.6404 -4.8415 4.71 0.31 1.67 0.53
O 21.6693 16.2231 -4.4213 -4.72 -1.84 -2.35 -0.44
N 20.0737 15.9972 -6.2500 -0.44 1.36 0.92 -0.19
H 20.7451 16.2813 -6.9491 0.99 0.68 0.35 0.38
H 19.6440 15.2273 -6.7425 -0.71 -0.82 0.41 0.35
C 19.0183 17.1068 -6.0017 -0.33 -1.46 0.64 -0.81
H 18.9270 14.4095 -4.4354 -0.10 0.02 0.28 0.37
H 20.2091 14.3389 -3.1496 -0.11 0.40 -0.15 0.33
H 20.3927 13.5297 -4.6871 0.24 0.01 -0.29 0.34
H 18.5861 17.3779 -6.9649 0.19 0.40 0.37 0.35
H 19.3631 17.8555 -5.2886 0.71 0.37 -0.93 0.36
H 18.2824 16.6144 -5.3661 -0.44 -0.20 -0.48 0.38
C 14.0276 9.3462 -0.6528 -0.64 0.14 -0.12 -1.47
C 12.6357 9.9182 -1.1173 1.43 -0.63 0.32 -0.27
C 11.5142 9.3337 -0.2611 -0.36 0.29 -1.48 -0.77
N 10.1784 9.3563 -1.0406 -2.03 0.82 2.78 0.14
C 9.8087 10.8113 -1.4331 1.11 -1.27 -1.44 -0.98
C 9.0373 9.0343 -0.0589 -0.98 -0.12 0.29 -0.80
C 7.8920 8.4785 -0.9079 0.42 0.20 0.14 -0.56
C 8.6534 7.5971 -1.9086 -0.19 -0.20 0.35 -0.68
C 10.0029 8.2964 -2.1275 0.98 0.23 0.15 -0.49
H 14.8577 9.7438 -1.2368 -0.16 0.48 0.20 0.38
H 14.1279 8.2731 -0.8157 -0.50 -0.14 0.03 0.40
H 14.1671 9.5142 0.4151 0.23 0.18 -0.06 0.36
H 12.5543 9.6370 -2.1672 -0.39 -0.06 -0.05 0.34
H 12.6435 11.0073 -1.0729 0.02 -0.02 0.05 0.38
H 11.3194 9.9179 0.6382 0.15 -0.12 0.02 0.44
H 11.7438 8.2961 -0.0185 -0.32 -0.01 0.08 0.47
H 8.7658 10.8791 -1.7427 0.15 -0.31 0.06 0.39
H 10.4578 10.9373 -2.2996 -0.20 0.79 0.01 0.43
H 10.0044 11.5470 -0.6530 0.25 -0.48 0.12 0.33
H 8.7612 9.8964 0.5482 0.23 0.39 -0.43 0.40
H 9.2256 8.2872 0.7121 1.04 -0.34 -0.46 0.45
H 7.2873 9.2209 -1.4287 0.19 0.22 0.07 0.29
H 7.2243 7.9821 -0.2038 -0.06 -0.40 -0.39 0.37
H 8.0852 7.3682 -2.8102 0.23 0.27 -0.05 0.37
H 8.9053 6.6402 -1.4517 -0.27 -0.06 0.04 0.32
H 10.2258 8.7512 -3.0928 -0.33 -0.05 0.01 0.41
H 10.7949 7.5828 -1.9005 0.08 0.06 -0.34 0.34
C 0.9022 12.0704 6.0505 -0.46 -0.41 0.46 -1.39
C 0.5457 12.9852 7.2261 -0.32 0.39 1.00 -0.06
C -0.3789 12.3982 8.3092 -0.05 0.04 0.21 -0.88
N -0.6308 13.3150 9.5645 0.22 0.25 -0.56 0.29
C 0.7034 13.6273 10.3643 -1.37 -1.28 -0.24 -1.07
C -1.2785 14.6574 9.1071 1.98 0.30 1.41 -0.65
C -2.1362 15.0831 10.3080 -1.15 -0.77 -2.41 -0.69
C -2.8198 13.7213 10.6077 -0.18 1.16 2.03 -0.55
C -1.6993 12.7255 10.5217 0.39 -0.03 0.51 -0.48
H 1.1589 11.0962 6.4666 0.58 -0.03 -0.23 0.34
H 1.7034 12.5220 5.4654 0.13 -0.25 0.24 0.37
H 0.1050 11.8420 5.3430 -0.34 0.40 0.19 0.37
H 0.1241 13.9262 6.8727 0.18 0.12 -0.01 0.34
H 1.4414 13.1757 7.8172 0.43 0.39 -0.59 0.21
H 0.0735 11.4882 8.7032 -0.18 -0.08 0.06 0.45
H -1.3605 12.1759 7.8904 -0.14 -0.02 0.30 0.43
H 1.0281 12.6848 10.8049 0.13 -0.24 -0.52 0.38
H 0.4875 14.2019 11.2650 -0.29 0.58 -0.55 0.40
H 1.4728 14.0497 9.7179 -0.37 0.08 0.10 0.40
H -0.4067 15.3060 9.0212 -0.23 0.21 -0.61 0.32
H -1.7770 14.5242 8.1470 -0.18 -0.07 0.33 0.50
H -1.5764 15.5413 11.1234 0.10 -0.51 0.04 0.31
H -2.8433 15.8365 9.9611 -0.08 -0.01 0.12 0.38
H -3.1017 13.8272 11.6553 -0.16 -0.46 0.20 0.33
H -3.7557 13.3923 10.1559 0.31 0.63 -0.86 0.35
H -1.2600 12.6988 11.5189 0.38 -0.35 -0.25 0.30
H -2.0883 11.7371 10.2773 0.69 -0.02 -0.46 0.32
C 6.9247 15.9376 -8.4442 0.64 -0.44 0.23 -1.36
C 7.5665 17.2979 -8.6200 0.40 0.75 -0.94 -0.24
C 6.8111 18.4420 -7.9636 -0.52 -0.27 0.44 -0.93
N 7.2956 19.8664 -8.2028 -0.87 0.15 0.82 0.32
C 8.6258 20.0437 -7.3506 -0.62 0.67 -1.84 -0.90
C 6.2290 20.9493 -7.7306 -0.38 -2.24 2.05 -0.46
C 5.9189 21.8995 -8.8117 0.26 1.60 -0.53 -0.57
C 7.0670 21.6500 -9.7904 -1.21 0.94 -1.50 -0.66
C 7.2518 20.1709 -9.7348 2.56 0.24 1.39 -0.71
H 6.1353 15.5973 -9.1144 -0.34 0.69 0.21 0.36
H 6.6802 15.8441 -7.3861 -0.32 -0.51 -0.11 0.35
H 7.7474 15.2610 -8.6755 -0.14 -0.37 0.31 0.38
H 7.6804 17.5088 -9.6833 0.16 -0.01 -0.12 0.30
H 8.5642 17.1642 -8.2019 0.11 0.48 0.03 0.29
H 6.8320 18.2614 -6.8888 -0.19 0.29 0.11 0.52
H 5.7755 18.3919 -8.2999 -0.07 0.18 0.02 0.39
H 9.3505 19.2776 -7.6265 -0.17 0.17 -0.24 0.33
H 8.4862 20.0124 -6.2700 -0.85 -0.27 -0.23 0.34
H 8.9717 21.0513 -7.5812 0.28 -0.19 -0.13 0.39
H 6.5624 21.4336 -6.8128 0.37 -0.21 -0.14 0.36
H 5.3771 20.3286 -7.4531 -0.07 0.15 0.10 0.29
H 5.9222 22.9286 -8.4527 0.49 0.02 0.23 0.31
H 4.9054 21.8875 -9.2125 0.13 -0.99 -0.33 0.36
H 7.8951 22.3368 -9.6151 0.31 -0.57 0.22 0.33
H 6.7098 21.8575 -10.7991 0.20 0.29 -0.14 0.38
H 8.2159 19.8126 -10.0956 -0.28 -0.06 -0.48 0.44
H 6.3965 19.7234 -10.2411 0.12 -0.59 0.60 0.38
N 10.4006 14.4854 8.0135 5.54 -4.91 -6.93 -0.12
S 10.3578 14.6450 6.3249 3.49 -1.51 -4.73 1.06
O 10.6936 15.9172 5.6320 -1.95 -2.31 2.60 -0.54
O 9.4546 13.6969 5.6711 0.90 1.62 1.51 -0.57
F 11.7974 13.9362 6.1056 -0.53 -0.30 0.50 -0.28
S 9.4636 15.5250 8.2737 -7.57 7.41 7.31 0.99
O 8.1240 15.4346 7.7045 1.46 0.37 -0.35 -0.58
O 9.9554 16.8240 8.6827 -0.42 -0.86 -1.33 -0.59
F 9.2274 14.8560 9.7291 -1.07 0.13 1.61 -0.36
N 13.3765 4.5815 3.5798 -4.32 -2.53 -3.49 -0.17
S 14.7895 4.3107 3.9315 6.40 1.70 6.88 1.02
O 15.7811 4.1130 2.9290 -0.16 -0.67 -0.45 -0.55
O 14.9789 3.6745 5.2582 -0.29 0.58 -2.84 -0.61
F 15.0593 5.8788 4.3509 0.26 -0.14 -0.07 -0.35
S 13.0771 3.2660 2.6004 -2.65 -3.07 -2.56 1.05
O 13.1320 1.9038 3.1875 0.36 3.46 -0.54 -0.56
O 13.5332 3.3394 1.1974 -0.91 0.67 3.11 -0.54
F 11.4551 3.5145 2.5225 1.34 0.19 0.01 -0.29
N 10.6653 3.9373 -9.7164 4.19 -0.22 1.51 -0.28
S 9.7564 4.8392 -8.9014 -5.37 3.50 1.52 1.07
O 10.1043 6.2669 -8.6969 0.34 -2.84 0.44 -0.59
O 9.0206 4.0994 -7.8977 0.81 0.94 0.37 -0.61
F 8.5987 5.0563 -9.9545 -0.39 -0.27 -1.12 -0.29
S 12.0737 4.1905 -8.7529 4.13 -1.93 -2.30 1.08
O 12.0915 4.0238 -7.2915 -0.90 0.98 -2.78 -0.54
O 12.9701 5.0906 -9.4787 -1.82 -0.21 2.02 -0.54
F 12.8412 2.8143 -9.2094 -1.09 0.06 0.41 -0.30
N 16.1568 18.2400 -0.7810 -3.45 1.73 -4.19 -0.17
S 16.4658 17.6348 0.5189 4.26 -2.56 8.45 1.01
O 16.2610 16.1998 0.6156 0.02 1.45 0.03 -0.57
O 16.2819 18.4844 1.6925 -1.31 -1.21 -1.26 -0.61
F 18.0619 17.7699 0.5088 0.58 -0.38 -1.16 -0.31
S 14.5309 18.1670 -0.8365 -3.46 1.22 -2.25 1.04
O 13.8403 19.3837 -0.3353 2.04 -2.88 -1.37 -0.56
O 13.8640 16.8828 -0.6712 1.27 1.76 0.64 -0.52
F 14.4651 18.2137 -2.4841 0.14 0.83 0.89 -0.31
N -0.0734 9.5120 -4.0750 -3.84 -0.09 3.68 -0.22
S 0.5212 10.6650 -4.8266 5.84 4.91 -5.95 1.04
O 1.6549 11.3572 -4.2074 -1.79 -0.99 -0.58 -0.59
O -0.3642 11.4848 -5.6666 0.80 -1.26 1.75 -0.59
F 1.3137 9.7971 -5.9490 -0.51 -0.21 0.38 -0.32
S -1.0894 10.5316 -3.1408 -2.81 1.91 3.48 1.07
O -2.4875 10.7348 -3.5838 3.25 -1.06 0.25 -0.57
O -0.4612 11.7021 -2.4612 -1.09 -2.75 -2.25 -0.55
F -1.2643 9.5745 -1.8657 0.13 -0.57 -0.70 -0.27
N 0.5387 1.8698 0.6428 -0.87 -5.56 -1.78 -0.16
S 0.7252 0.2345 1.0086 -1.55 -4.33 -2.28 1.04
O -0.0561 -0.2666 2.1338 1.40 1.17 -1.42 -0.55
O 1.9879 -0.4634 0.6815 -2.40 2.21 0.88 -0.56
F -0.2186 -0.2019 -0.2527 0.33 0.13 0.27 -0.32
S 1.4223 2.3482 1.7502 3.52 4.51 4.36 1.01
O 2.8841 2.2182 1.5305 -3.19 0.49 0.89 -0.58
O 0.8334 2.2280 3.0815 1.70 -0.36 -1.13 -0.59
F 0.9976 3.8306 1.4145 0.95 1.90 0.02 -0.29
N 17.4371 12.0367 -8.7066 2.24 -3.73 1.70 -0.25
S 17.9465 10.3860 -8.7107 4.70 -2.27 -3.22 1.09
O 18.1937 10.0021 -10.1004 -0.22 0.74 1.97 -0.58
O 17.5464 9.2659 -7.8870 -0.25 2.24 0.28 -0.53
F 19.4117 10.7443 -8.1810 0.20 0.17 0.57 -0.29
S 16.0146 11.5382 -8.9660 -8.12 2.92 -2.36 1.04
O 15.2344 10.9852 -7.8665 1.45 -0.14 -1.33 -0.57
O 15.7380 11.1584 -10.3582 0.34 -0.10 2.66 -0.56
F 15.4004 13.0415 -8.9591 -0.12 0.54 -0.08 -0.35
```
Positions in Å, forces in eV/Å.

The calculation puts the HOMO-LUMO gap at 0.1331 Ha. The value obtained for the HOMO energy is -6.7 eV.